{"formula": "C7H9N2O", "method": "wB97M-V/def2-TZVPD", "gap_ev": [6.14, 6.14], "homo_energy_ev": [-13.84, -13.84], "max_force_ev_per_a": 5.03, "multiplicity": 1, "total_energy_ev": -12421.765, "de_lowest_ev": 4.4428, "total_charge": 1, "symbols": ["O", "N", "N", "C", "C", "C", "C", "C", "C", "C", "H", "H", "H", "H", "H", "H", "H", "H", "H"], "positions_angstrom": [[-3.00925, 1.74219, 0.88139], [-0.83405, 2.62422, 0.64278], [-0.78139, 0.20808, 0.17624], [0.16366, -1.93492, 0.27883], [0.39777, 0.72251, 0.01005], [0.41355, 2.24357, 0.18506], [-1.93539, 2.05177, 0.62626], [-1.09496, -1.16590, 0.13906], [1.44871, 0.08933, -0.53701], [1.25437, -1.36258, -0.60731], [2.21552, -1.97667, -0.77034], [-1.79650, -1.29130, -0.69351], [0.74826, 2.68330, -0.79135], [0.47614, -1.77909, 1.31900], [0.84081, -1.40773, -1.64518], [-0.09621, -2.96846, 0.04251], [1.13223, 2.41028, 0.84682], [2.24536, 0.44909, -1.10112], [-1.78863, -1.33769, 0.99781]], "atomic_forces_ev_per_a": [[-1.4, -0.4, -0.3], [-1.9, 0.8, 0.0], [0.2, 0.0, -0.4], [0.5, -0.9, 0.3], [-2.2, 3.6, 1.0], [-2.3, -2.1, -3.6], [2.5, 1.4, 1.0], [-0.5, 1.0, 0.8], [-0.4, -5.0, -0.3], [1.3, -1.2, -1.2], [-1.4, 0.9, 0.6], [0.3, -0.3, -0.4], [-0.5, 0.0, 0.6], [0.0, -0.6, -0.1], [0.2, 0.1, -0.3], [0.8, -0.1, 0.3], [3.2, 1.3, 3.1], [1.3, 1.3, -0.6], [0.4, 0.1, -0.4]], "mulliken_charge": [-0.369, -0.471, -0.264, -0.644, 0.537, -0.630, 0.764, -0.552, -0.265, -0.552, 0.405, 0.397, 0.347, 0.309, 0.348, 0.361, 0.438, 0.494, 0.347]}